{
  "formula": "C3H11N2O",
  "method": "wB97M-V/def2-TZVPD",
  "multiplicity": 2,
  "s2": 0.75,
  "mol_weight_g_mol": 91.13,
  "total_energy_ha": -305.4951,
  "e_homo_ha": [-0.1197, -0.3157],
  "e_above_lowest_kcal_mol": 48.2,
  "species": ["C", "C", "C", "N", "N", "H", "H", "H", "H", "H", "H", "H", "H", "H", "H", "H", "O"],
  "positions_angstrom": [[-1.4088, -1.0766, 1.2085], [-0.4261, -0.5165, 0.2499], [0.6024, -1.1461, -0.3622], [1.0298, -2.3824, 0.1834], [-0.7815, 0.7724, -0.4196], [-0.9469, -1.2200, 2.1949], [-1.6449, -2.1126, 0.9230], [-2.3134, -0.4688, 1.2918], [1.0816, -0.6849, -1.2001], [1.3381, -2.2893, 1.1492], [1.7667, -2.8736, -0.2865], [-1.7059, 0.9405, -0.0160], [-0.8614, 0.7263, -1.4866], [-0.3200, 1.6167, -0.0927], [1.1742, 3.1998, 0.1283], [1.2924, 4.0795, -1.1479], [0.8550, 3.3697, -0.7613]],
  "lowdin_charge": [-0.11, -0.41, -0.20, 0.03, 0.09, 0.08, 0.08, 0.06, 0.09, 0.08, 0.07, 0.07, 0.07, 0.07, 0.02, -0.01, -0.09]
}